Here is a structure of composition C30H41N8OPdSSi from the Open Molecules 2025 dataset. Energies are from ωB97M-V/def2-TZVPD.

Structure (XYZ):
```
83
Properties=species:S:1:pos:R:3:lowdin_charge:R:1
C -2.05807 -0.13984 2.69694 -0.10
C -3.58247 0.03193 -1.53860 -0.10
H -4.21494 3.73703 -1.14064 0.11
O -0.23431 0.45248 0.26271 -0.40
H -2.06643 0.82550 3.20751 0.07
H -2.49624 4.87192 -2.20467 0.10
H -3.36932 -1.02334 -1.65322 0.10
S 1.79122 1.29945 -2.79318 0.71
H 2.39813 -1.59440 3.45149 0.09
H 4.57225 -2.59672 3.00128 0.11
H -0.60809 4.80955 3.21547 0.10
H 0.24511 -2.68601 2.13469 0.07
C 2.83087 -1.46732 2.46911 -0.09
H -0.71029 -1.62472 -4.49781 0.13
C -4.89454 0.44993 -1.34527 -0.02
N -0.46358 2.56433 -1.32190 -0.06
C -1.60525 3.12415 -1.37794 -0.22
H -2.83320 -0.76194 3.16326 0.09
C 0.86117 1.79336 2.59193 -0.22
H 4.44886 -1.12715 -1.01577 0.10
C 4.00269 -1.22389 -0.03184 -0.09
H 1.57786 -3.72284 -0.85639 0.13
C 4.06783 -2.04653 2.21703 -0.07
C -0.74868 -2.25381 2.27414 -0.08
C -1.84115 4.59942 -1.37710 0.00
C -5.13967 1.79825 -1.22828 -0.02
H 1.56344 5.20584 4.33029 0.10
C -4.05830 2.67406 -1.25212 0.01
C 1.36689 4.25702 3.84709 -0.10
C 0.30467 -3.92347 -3.92957 -0.15
H -5.69295 -0.27711 -1.30569 0.12
N -0.09153 -1.52639 -2.48985 -0.18
H 0.88673 -5.13562 -1.68708 0.13
H -2.41780 -3.66650 -2.02121 0.13
C 0.14866 4.03360 3.21782 -0.10
H 3.28476 3.43199 4.33653 0.10
H 1.97183 -1.71559 -2.07909 0.10
C -0.09526 2.81674 2.59353 -0.12
C 1.81614 2.74171 -1.88210 -0.77
C -1.41591 -4.01082 -2.28970 -0.16
H -0.92018 5.16370 -1.49328 0.08
C 2.14710 -0.74718 1.48448 -0.22
H 3.78246 3.04493 -2.13520 0.11
H 5.62602 -2.37466 0.77561 0.10
H 0.30845 -5.01170 -3.98320 0.13
H 0.68224 -1.42772 4.40514 0.06
C -0.45557 -2.15306 -1.17587 -0.21
C 2.33074 3.25898 3.85394 -0.08
H 0.74345 4.14128 -0.79305 0.16
H -1.28704 -2.90306 2.97597 0.09
H -0.97441 -1.18927 4.92699 0.09
H 0.04541 0.21015 4.60127 0.07
H 1.55936 -1.62698 -3.80781 0.12
H 2.25341 -0.10293 -0.54818 0.02
C 2.07620 2.03919 3.23650 -0.08
C 0.87253 -4.04757 -1.62358 -0.14
N -0.47442 -3.60188 -1.24931 -0.07
N -2.55210 0.85897 -1.60681 0.05
H -2.31923 4.91480 -0.44803 0.11
C 1.26659 -2.04420 -2.84161 -0.19
H -1.04524 2.65557 2.09235 0.09
N 1.27486 -3.49067 -2.92010 -0.08
C -0.68980 -0.82071 2.81302 -0.59
H -6.14829 2.17176 -1.11598 0.12
H -1.42972 -5.09884 -2.35402 0.13
C -0.19490 -0.79860 4.26104 -0.08
Pd -0.31974 0.55255 -1.84605 0.89
H -2.33832 0.01176 1.65114 0.06
H -1.43764 -1.79806 -0.86424 0.10
N -1.05220 -3.46395 -3.60031 -0.08
C 2.76572 -0.64817 0.23338 -0.14
C 4.66086 -1.92359 0.96782 -0.08
H 2.83785 1.26723 3.25530 0.10
N 0.70878 3.26965 -1.30004 0.03
H 0.28016 -1.84932 -0.43804 0.09
C -1.03422 -2.01816 -3.53227 -0.17
H -1.27948 -2.30225 1.32433 0.06
H 3.01281 4.24240 -1.15186 0.13
H -2.03575 -1.64287 -3.31721 0.11
C -2.78106 2.17890 -1.41269 -0.19
H 0.59046 -3.51924 -4.90206 0.13
Si 0.50634 0.18362 1.67436 0.47
N 2.93644 3.44486 -1.76365 0.13
```

Values from the calculation:
<S²>: 2.01
charge: +1
2S+1: 3
lowest unoccupied orbital energy (spin up / spin down): -3.567 / -4.080 eV
HOMO (spin up / spin down): -10.47 / -10.48 eV
strongest force on any atom: 1.1 eV/Å


Here is a cluster of 2 separate species, C3H12N2O5P in total from the Open Molecules 2025 dataset. Energies are from ωB97M-V/def2-TZVPD.

Structure (XYZ):
```
23
Properties=species:S:1:pos:R:3:lowdin_charge:R:1
H 0.47691 -1.50866 -2.55159 0.08
H -0.06908 -3.17630 -2.82001 0.07
H 1.18008 -3.31089 -0.74014 0.08
H 2.70930 1.64704 0.35667 -0.01
C -0.32735 -2.22251 -2.34644 -0.07
H -1.20570 -3.19934 -0.65332 0.13
H -1.24199 -1.85274 -2.81732 0.08
H -0.31538 1.43152 0.21534 0.03
O -0.53935 -0.65109 0.94477 -0.43
O -0.46815 4.62740 1.23992 -0.10
O -1.41967 2.75180 1.76216 -0.13
N 1.85900 1.93697 0.82269 -0.25
H -2.19327 -1.27614 -0.02264 0.12
O -0.04263 3.68988 3.14421 -0.08
H 1.48845 -0.24102 0.18141 0.02
N -0.64514 3.69830 2.05743 -0.65
C -1.13237 -1.07741 -0.22454 -0.30
H -1.11452 -0.28220 -0.99769 0.10
O 0.72421 -2.65366 -0.20151 -0.06
H 0.60733 0.58728 2.24576 0.03
P 0.64037 0.65009 0.86353 0.78
C -0.51452 -2.36525 -0.84810 -0.42
H 1.54346 2.79692 0.38942 0.00
```

Values from the calculation:
charge: -1
lowest unoccupied orbital energy: 2.814 eV
HOMO: -4.34 eV
strongest force on any atom: 0.5 eV/Å


Here is the molecule C23H31N5O6 from the Open Molecules 2025 dataset. Energies are from ωB97M-V/def2-TZVPD.

Structure (XYZ):
```
65
Properties=species:S:1:pos:R:3:lowdin_charge:R:1
H 9.29656 1.94389 1.37899 0.09
H 3.46608 -2.75343 0.70891 0.12
C 2.47251 0.24657 -0.57581 -0.02
H 4.65844 -0.83326 1.75372 0.15
C 2.42916 -0.97762 0.08413 -0.21
C -5.55948 2.02648 0.71807 -0.43
H 8.35734 2.28279 -0.97231 0.09
H 8.94401 -1.06087 0.67314 0.09
H -4.17026 -4.23396 -0.73609 0.09
H -3.30275 -1.33195 -1.35429 0.08
C 3.67051 -1.82866 0.16115 -0.13
C -2.20245 1.33916 0.30611 -0.38
C -4.16411 -1.73384 -1.88185 -0.01
C -4.49288 -3.44030 -0.06819 -0.01
H 7.66654 2.17580 2.02874 0.09
H -0.81167 -0.90471 1.06824 0.10
C 0.15676 0.64052 -0.05293 -0.21
H 8.57270 0.71576 2.42787 0.09
C -6.30042 -0.00296 1.81485 -0.04
H -0.79634 2.36464 -0.65671 0.12
C 1.23858 -1.37576 0.67404 -0.03
C -4.39500 2.73831 0.14367 -0.07
H -5.53810 4.37971 -0.44635 0.17
C 0.10699 -0.58332 0.60730 0.00
H -6.20907 -0.23489 2.88057 0.14
C 5.79393 -0.60138 0.08899 -0.57
H -5.19352 -3.85028 0.65422 0.08
N -0.94224 1.49022 -0.15958 0.14
H -6.16839 -3.58727 -2.29024 0.09
H 6.73399 2.48774 -0.29754 0.09
O 5.96955 -0.78766 -1.09118 0.08
O -6.67966 2.49788 0.57742 0.06
C 1.35336 1.04869 -0.64372 -0.01
O 6.57235 0.12347 0.91324 0.03
H -6.90242 -1.98934 -2.09334 0.09
H 3.39399 0.56232 -1.04180 0.12
H 1.18827 -2.32310 1.19102 0.11
H 7.02999 1.25876 -1.53660 0.08
H -3.83257 -2.49971 -2.57639 0.09
N -2.48916 3.54747 -0.72621 0.11
H 1.39474 1.99759 -1.15916 0.11
H -7.11658 -3.22084 -0.84239 0.08
N -4.62111 3.95603 -0.42865 0.14
O -2.61124 0.37322 0.94164 0.04
C 7.45301 1.76151 -0.67138 -0.02
H 9.68785 0.14301 -0.39005 0.09
C 8.74953 -0.32246 -0.10188 -0.02
C -5.15225 -2.32429 -0.87592 -0.56
H -3.33708 5.33827 -1.43575 0.12
H -4.63510 -0.92758 -2.43833 0.09
H 4.01918 -2.07826 -0.84579 0.13
C 7.78458 0.74229 0.41870 -0.58
C -3.45317 4.40000 -0.93136 -0.15
H -3.62704 -3.04885 0.46152 0.09
O -6.88138 -2.29572 1.37221 0.11
N -5.27094 0.90609 1.39380 0.09
H -7.27131 0.47503 1.64364 0.14
C -6.42086 -2.81327 -1.57090 -0.02
C -6.25951 -1.32117 1.03850 -0.47
C 8.37105 1.44242 1.64537 -0.03
H -4.31078 0.55052 1.35034 0.10
O -5.45837 -1.20569 -0.00472 0.03
C -3.04378 2.49175 -0.05426 -0.13
H 8.32285 -0.82397 -0.96600 0.08
N 4.76660 -1.13153 0.79757 0.09
```

Values from the calculation:
charge: 0
lowest unoccupied orbital energy: 0.241 eV
HOMO: -8.52 eV
strongest force on any atom: 1.0 eV/Å


Here is the molecule C15H18O from the Open Molecules 2025 dataset. Energies are from ωB97M-V/def2-TZVPD.

Structure (XYZ):
```
34
Properties=species:S:1:pos:R:3:lowdin_charge:R:1
O 0.33518 -1.23466 -3.30310 0.05
C 2.47549 -0.14347 0.08204 -0.04
C 0.91441 -1.74423 -0.92524 -0.07
H -0.83542 -0.16833 2.72356 0.10
H -1.48174 2.41302 1.42550 0.06
C -1.92825 -1.19730 -0.39801 -0.13
H 0.57621 -2.57336 -0.25484 0.14
C 1.14645 -0.46955 -0.09100 -0.13
H 1.86914 -2.10312 -1.31815 0.11
H 2.19493 2.70942 1.98339 0.09
C -0.01853 -1.50567 -2.02876 -0.25
H 0.52265 2.15031 0.06641 0.13
C -0.50512 2.54227 1.85952 -0.06
H 0.80648 -0.12929 2.75300 0.06
C -1.43139 0.09715 0.28283 -0.15
H -3.00866 -1.12687 -0.51509 0.11
H -2.94613 -0.71048 -3.37497 0.10
C -1.36245 -1.27799 -1.77093 -0.20
H 3.83341 0.95750 1.21183 0.09
H -1.58716 0.77333 -0.48543 0.09
C 2.78774 0.89713 0.98440 -0.12
H -0.60462 2.21877 2.89724 0.08
H 3.21951 -0.75603 -0.56855 0.14
C 1.93281 1.78992 1.52513 -0.04
H -0.20940 3.60369 1.86076 0.09
C -1.93530 -0.96780 -3.07398 0.01
C -0.81468 -0.98824 -3.98730 -0.10
C 0.47989 1.70753 1.02760 -0.27
H -0.90848 -1.00112 -5.09378 0.12
H 0.07841 -1.60409 2.17545 0.07
C 0.05237 -0.53862 2.13611 -0.03
H -1.56037 -2.09630 0.38683 0.17
H -2.14809 0.34317 1.05963 0.11
C 0.06072 0.13332 0.74788 -0.34
```

Values from the calculation:
charge: 0
lowest unoccupied orbital energy: 0.719 eV
HOMO: -7.88 eV
strongest force on any atom: 3.9 eV/Å


Here is the ion C10H8NS with charge +1 from the Open Molecules 2025 dataset. Energies are from ωB97M-V/def2-TZVPD.

Structure (XYZ):
```
20
Properties=species:S:1:pos:R:3:lowdin_charge:R:1
C -0.12333 -2.68767 -0.74846 0.01
H -2.54553 -0.70069 1.81639 0.13
H 1.51118 -2.26361 -2.17673 0.12
C 0.77452 -0.52603 -1.28847 0.04
C -1.00174 -2.08622 0.12438 -0.03
H -0.20457 -3.75303 -0.72147 0.12
C -0.03539 -0.02971 -0.25067 -0.12
C -2.10699 -0.21670 0.94407 0.20
H 1.49260 0.14293 -1.72575 0.11
H 1.67400 1.58600 -1.00748 0.11
C 1.35784 3.14366 0.63042 -0.34
C -0.34752 1.67128 1.52273 -0.27
C 0.20007 1.17647 0.39743 -0.34
H -1.86854 -2.67696 0.49469 0.17
S 0.15240 3.21396 1.88272 1.07
C 1.31418 1.96854 -0.03683 -0.11
C 0.68786 -1.87781 -1.60868 0.04
H 2.19284 3.93172 0.65909 0.12
N -1.05029 -0.78192 0.30069 -0.06
H -2.07360 0.76579 0.79192 0.02
```

Values from the calculation:
charge: +1
lowest unoccupied orbital energy (spin up / spin down): -5.408 / -5.770 eV
HOMO (spin up / spin down): -12.54 / -12.85 eV
strongest force on any atom: 4.1 eV/Å


Here is a cluster of 2 separate species, C6H9ClFOP in total from the Open Molecules 2025 dataset. Energies are from ωB97M-V/def2-TZVPD.

Structure (XYZ):
```
19
Properties=species:S:1:pos:R:3:lowdin_charge:R:1
C -1.08085 -0.83816 0.85380 -0.06
P -5.58783 0.90573 -0.40774 0.46
O -4.32430 1.66512 -1.08381 -0.35
H -0.83012 1.00502 1.83002 0.08
C 0.07561 0.95230 -0.12044 -0.18
H 2.09761 0.23839 -0.57332 0.10
C 1.26449 0.03544 0.08940 -0.23
H -3.52000 1.50552 -0.56943 0.03
H 1.65414 0.15353 1.15802 0.14
H 1.06177 -1.62178 -1.21680 0.10
Cl -4.93745 -1.03841 -0.39112 0.19
F -5.22836 1.36521 1.11653 -0.35
H 1.91020 -2.18867 0.17778 0.13
H -0.84739 -2.81438 -0.10339 0.08
C -0.50763 -1.91341 0.40734 -0.06
H -0.37419 0.78319 -1.04954 0.10
C -0.77736 0.42685 0.98062 -0.13
C 1.00921 -1.47993 -0.10010 -0.17
H 0.16082 2.00461 -0.05882 0.10
```

Values from the calculation:
charge: 0
lowest unoccupied orbital energy: 0.563 eV
HOMO: -8.69 eV
strongest force on any atom: 3.2 eV/Å